Arrangement 1

DFT (wB97M-V/def2-TZVPD) results for a molecular structure, C3H10N2O.

Cartesian coordinates (Å):
C  0.92  1.00  -1.63
O  -0.05  0.09  -1.21
H  -1.60  0.77  -0.48
H  1.06  1.85  -0.93
H  0.69  1.46  -2.60
H  1.91  0.53  -1.76
C  0.71  0.02  1.32
C  -0.46  -0.39  0.47
N  -0.81  -1.72  0.56
N  -1.56  0.44  0.52
H  -1.44  -2.01  -0.17
H  0.00  -2.34  0.58
H  -2.40  -0.08  0.74
H  1.63  -0.47  0.97
H  0.55  -0.25  2.37
H  0.86  1.09  1.26

## Properties
Charge: 0
Frontier orbital gap (eV): 9.95

---

Arrangement 2

DFT (wB97M-V/def2-TZVPD) results for 2 unconnected molecules or ions with the total composition C3H10N2O.

Cartesian coordinates (Å):
C  1.55  -0.81  -1.33
C  0.83  0.36  -0.65
N  -0.81  -1.85  0.88
C  -1.26  -0.69  0.22
N  -0.55  0.13  -0.40
H  2.01  -1.57  -0.71
H  2.31  -0.42  -2.03
H  0.83  -1.14  -2.09
H  0.87  1.17  -1.40
H  1.36  0.76  0.21
H  0.16  -1.90  1.05
H  -1.38  -2.67  0.93
H  -2.34  -0.53  0.17
H  -0.32  2.42  0.23
H  -0.64  2.26  1.72
O  0.01  2.63  1.10

## Properties
SMILES: CC/N=C\N.O
Charge: 0
Frontier orbital gap (eV): 9.65

---

Arrangement 3

DFT (wB97M-V/def2-TZVPD) results for a molecular structure, C3H10N2O.

Cartesian coordinates (Å):
C  -0.38  1.54  1.26
N  0.37  0.69  0.34
N  1.32  -0.18  0.93
H  0.30  1.12  -0.71
H  2.13  0.38  1.19
H  0.94  -0.58  1.79
H  -1.01  2.21  0.68
H  0.33  2.14  1.84
H  -1.02  0.96  1.93
C  -0.18  -1.76  -1.41
C  -0.72  -0.46  -0.86
O  -1.87  -0.28  -0.58
H  -0.06  0.45  -1.76
H  -0.09  -2.49  -0.61
H  0.80  -1.61  -1.86
H  -0.87  -2.13  -2.16

## Properties
Charge: 0
Frontier orbital gap (eV): 9.26

---

Stability, descending: arrangement 2, arrangement 1, arrangement 3

---

Arrangement 1

DFT (wB97M-V/def2-TZVPD) results for C3H4Br2 in the gas phase.

Cartesian coordinates (Å):
C  0.78  -0.65  -0.75
C  0.76  -1.33  0.42
C  -0.41  -2.25  0.73
Br  2.04  -1.22  1.83
Br  -1.70  -2.36  -0.70
H  1.66  -0.11  -1.04
H  0.09  -0.78  -1.58
H  -0.26  -3.31  1.20
H  -1.08  -1.83  1.53

## Properties
SMILES: C=C(Br)CBr
Charge: 0
Frontier orbital gap (eV): 10.41

---

Arrangement 2

DFT (wB97M-V/def2-TZVPD) results for C3H4Br2 in the gas phase.

Cartesian coordinates (Å):
C  0.30  0.48  -1.11
C  1.15  0.68  -0.18
C  2.09  -0.15  0.60
Br  1.52  2.54  0.10
Br  2.31  -1.93  -0.12
H  -0.22  1.28  -1.63
H  0.13  -0.50  -1.36
H  2.98  0.35  0.75
H  1.50  -0.21  1.50

## Properties
SMILES: C=C(Br)CBr
Charge: 0
Frontier orbital gap (eV): 10.42

---

Stability, descending: arrangement 2, arrangement 1

---

Arrangement 1

DFT (wB97M-V/def2-TZVPD) results for C5H13N in the gas phase.

Cartesian coordinates (Å):
C  1.61  0.45  -1.59
C  0.19  0.38  -0.97
C  0.21  0.10  0.50
C  0.66  -1.33  0.78
C  -1.11  0.47  1.15
H  2.17  -0.53  -1.47
H  1.58  0.67  -2.69
H  2.18  1.21  -0.99
H  -0.34  1.33  -1.08
H  -0.40  -0.41  -1.51
H  1.00  0.79  0.89
H  1.12  -1.35  1.88
H  -0.27  -2.07  0.68
H  1.52  -1.58  0.06
H  -1.10  0.18  2.23
H  -1.23  1.59  1.17
H  -2.45  0.35  -0.42
H  -3.10  -0.08  0.97
N  -2.24  -0.17  0.42

## Properties
SMILES: CC[C@H](C)CN
Charge: 0
Frontier orbital gap (eV): 10.52

---

Arrangement 2

DFT (wB97M-V/def2-TZVPD) results for a molecular structure, C5H13N.

Cartesian coordinates (Å):
C  1.70  0.27  0.82
C  0.28  -0.21  0.87
C  -0.64  0.19  -0.26
C  -1.39  -1.14  -0.61
C  -1.78  1.09  0.35
N  2.28  -0.07  -0.97
H  2.46  -0.22  1.42
H  1.94  1.34  0.92
H  1.11  -0.86  0.33
H  -0.22  -0.71  1.68
H  -0.07  0.65  -1.09
H  -2.26  -0.97  -1.25
H  -1.57  -1.63  0.35
H  -0.67  -1.83  -1.07
H  -2.03  0.89  1.37
H  -2.69  0.94  -0.23
H  -1.53  2.16  0.35
H  2.49  0.85  -1.29
H  2.57  -0.73  -1.68

## Properties
Charge: 0
Frontier orbital gap (eV): 9.41

---

Arrangement 3

DFT (wB97M-V/def2-TZVPD) results for 2 unconnected molecules or ions with the total composition C5H13N.

Cartesian coordinates (Å):
C  -0.49  -1.40  1.74
C  -1.80  -0.76  1.23
C  -1.96  -0.62  -0.30
H  -0.37  -2.46  1.55
H  -0.47  -1.29  2.83
H  0.44  -0.89  1.37
H  -1.85  0.27  1.67
H  -2.66  -1.32  1.63
H  -3.02  -0.41  -0.63
H  -1.46  0.33  -0.42
H  -1.33  -1.31  -0.81
C  1.79  -0.02  -1.35
C  1.33  1.86  -0.26
N  1.28  1.38  -1.45
H  0.91  -0.70  -1.43
H  2.33  -0.18  -0.42
H  2.50  -0.28  -2.14
H  0.93  2.87  -0.03
H  1.85  1.37  0.63

## Properties
SMILES: C=NC.CCC
Charge: 0
Frontier orbital gap (eV): 11.44

---

Stability, descending: arrangement 1, arrangement 3, arrangement 2

---

Arrangement 1

DFT (wB97M-V/def2-TZVPD) results for 2 unconnected molecules or ions with the total composition C5H13N.

Cartesian coordinates (Å):
C  1.47  0.79  1.03
C  1.21  1.74  -0.15
C  2.05  1.16  -1.38
H  2.29  0.09  0.78
H  1.98  1.20  1.91
H  0.55  0.22  1.23
H  0.19  1.93  -0.47
H  1.66  2.73  0.01
H  1.37  0.42  -1.82
H  3.01  0.76  -1.05
H  2.31  1.85  -2.19
C  -2.20  -2.89  0.32
C  -1.82  -1.59  0.15
N  -2.50  -0.46  0.51
H  -3.01  -3.01  1.05
H  -1.81  -3.56  -0.43
H  -1.16  -1.35  -0.70
H  -3.48  -0.51  0.73
H  -2.13  0.48  0.47

## Properties
SMILES: C=CN.CCC
Charge: 0
Frontier orbital gap (eV): 9.19

---

Arrangement 2

DFT (wB97M-V/def2-TZVPD) results for 2 unconnected molecules or ions with the total composition C5H13N.

Cartesian coordinates (Å):
C  -0.69  -0.78  2.13
C  -1.18  -1.77  0.99
C  -1.09  -1.69  -0.37
H  0.40  -0.51  1.76
H  -0.80  -1.41  2.98
H  -1.43  0.14  2.09
H  -1.87  -2.59  1.46
H  -1.71  -2.02  -1.25
H  -0.20  -1.13  -0.81
C  1.77  0.97  -1.64
N  1.18  0.81  -0.23
C  -0.12  1.52  -0.23
H  1.06  0.72  -2.57
H  2.66  0.42  -1.77
H  2.15  2.05  -1.86
H  1.00  -0.15  -0.12
H  -0.65  1.43  -1.26
H  -0.72  1.40  0.68
H  0.22  2.59  0.03

## Properties
SMILES: C=CC.CNC
Charge: 0
Frontier orbital gap (eV): 10.33

---

Arrangement 3

DFT (wB97M-V/def2-TZVPD) results for C5H13N in the gas phase.

Cartesian coordinates (Å):
C  1.11  0.06  -1.16
C  0.84  -0.90  -2.37
C  -0.30  0.38  -0.56
N  -0.23  0.34  0.92
C  -1.15  1.25  1.54
C  -0.09  -0.95  1.63
H  1.66  0.98  -1.26
H  1.60  -0.57  -0.39
H  0.53  -1.90  -2.03
H  -0.09  -0.44  -2.76
H  1.51  -1.01  -3.22
H  -0.94  -0.45  -0.86
H  -0.78  1.29  -0.92
H  -1.10  2.28  1.17
H  -1.00  1.26  2.66
H  -2.21  0.90  1.67
H  0.08  -1.75  0.88
H  0.70  -0.79  2.36
H  -0.99  -1.39  2.05

## Properties
SMILES: CCCN(C)C
Charge: 0
Frontier orbital gap (eV): 9.07

---

Arrangement 4

DFT (wB97M-V/def2-TZVPD) results for C5H13N in the gas phase.

Cartesian coordinates (Å):
C  0.40  2.04  1.27
N  -0.54  0.95  1.07
C  1.22  -1.72  -1.00
C  0.55  -1.05  0.20
C  -0.31  0.17  -0.15
C  -1.61  -0.23  -0.78
H  0.27  2.88  0.57
H  1.41  1.67  1.10
H  0.36  2.37  2.31
H  -1.49  1.30  1.11
H  0.56  -2.49  -1.41
H  2.13  -2.22  -0.69
H  1.48  -0.94  -1.73
H  -0.07  -1.73  0.80
H  1.25  -0.74  0.97
H  0.32  0.78  -0.81
H  -2.22  -0.77  -0.06
H  -2.22  0.61  -1.12
H  -1.49  -0.88  -1.64

## Properties
SMILES: CC[C@@H](C)NC
Charge: 0
Frontier orbital gap (eV): 9.81

---

Stability, descending: arrangement 4, arrangement 3, arrangement 1, arrangement 2